# 1
The following is a quantum chemistry calculation of a structure of composition C55H135ClLi2N9O21 in a non-equilibrium geometry, from the Open Molecules 2025 dataset.

Values from the calculation:
HOMO-LUMO gap = 0.2633 hartree
total energy = -128558.19360 eV
charge = -1

Cartesian coordinates (Å):
Li: -2.531206 0.936691 -1.927393
Li: 1.431112 1.997236 -1.011841
Cl: 3.380413 2.976041 -1.704629
C: -0.465555 0.437329 -0.648897
O: 0.569410 0.367960 -0.025653
O: -1.482232 -0.152798 -0.376758
O: -0.581309 1.368949 -1.447094
C: -2.053906 -5.324698 0.620815
O: -1.706018 -4.373915 1.568732
C: -0.790415 -3.371288 1.149176
C: -0.585396 -2.346907 2.317812
N: 0.570066 -1.418645 2.158651
C: 0.681172 -0.354428 3.170916
C: 1.130758 -0.907445 4.602143
O: 1.157965 -0.004685 5.692075
C: 2.013350 1.141854 5.503241
H: -2.768418 -4.824764 -0.033120
H: -2.452948 -6.221933 1.093906
H: -1.169151 -5.650383 0.073778
H: -1.243354 -2.823159 0.323035
H: 0.083036 -3.965074 0.879748
H: -0.615062 -2.935957 3.234465
H: -1.504007 -1.792097 2.508734
H: 0.529375 -0.950224 1.264774
H: -0.257983 0.198821 3.174206
H: 1.467164 0.258555 2.729829
H: 2.117882 -1.369433 4.586088
H: 0.437787 -1.714330 4.840546
H: 1.949409 1.761377 6.397794
H: 1.652271 1.758583 4.680220
H: 3.058439 0.880663 5.336915
C: 0.957397 2.231927 -4.961131
O: -0.112880 2.388334 -5.829346
C: -1.316765 2.796751 -5.194639
C: -2.493482 2.467316 -6.138681
N: -2.993137 1.126140 -6.014007
C: -4.064747 0.805298 -7.003649
C: -5.304272 1.796143 -7.036753
O: -6.167182 1.235160 -8.073920
C: -7.330215 1.975580 -8.319207
H: 1.679910 1.512974 -5.347376
H: 0.684602 1.682754 -4.059978
H: 1.492070 3.135455 -4.668108
H: -1.282684 3.880059 -5.078979
H: -1.487528 2.297807 -4.240700
H: -2.118602 2.584115 -7.155504
H: -3.334095 3.124247 -5.915305
H: -2.282673 0.408439 -5.998304
H: -4.445354 -0.214301 -6.943230
H: -3.571224 0.811572 -7.975500
H: -5.027844 2.823996 -7.271703
H: -5.820454 1.684186 -6.083277
H: -7.101050 2.939490 -8.773602
H: -8.015309 2.138126 -7.487147
H: -7.918496 1.403880 -9.036968
C: 4.674333 -2.663784 0.214552
O: 5.992020 -3.255937 0.258425
C: 6.643377 -3.108937 -0.977889
C: 6.041679 -3.831814 -2.165961
N: 6.954677 -3.949024 -3.325278
C: 6.541449 -4.829033 -4.446006
C: 5.385731 -4.225254 -5.240663
O: 4.937030 -5.109014 -6.261435
C: 3.719458 -4.678425 -6.832229
H: 4.442612 -2.463552 1.260646
H: 3.996429 -3.360846 -0.278034
H: 4.686169 -1.707663 -0.308698
H: 7.560943 -3.681919 -0.844269
H: 6.835058 -2.065030 -1.226110
H: 5.164093 -3.339713 -2.585233
H: 5.745586 -4.846067 -1.898136
H: 7.910211 -4.147341 -3.065051
H: 6.334345 -5.855486 -4.143332
H: 7.411419 -4.933977 -5.094253
H: 5.755505 -3.313324 -5.709446
H: 4.559422 -3.896428 -4.610449
H: 3.044897 -4.363410 -6.036104
H: 3.233690 -5.492166 -7.370714
H: 3.940847 -3.844276 -7.498028
C: -0.547153 -1.207601 -6.254804
O: -1.752900 -1.247317 -5.575657
C: -1.638670 -1.736944 -4.212213
C: -3.033441 -1.514839 -3.525574
N: -3.346929 -0.035903 -3.515694
C: -4.643179 0.313130 -2.955492
C: -4.896779 1.848068 -2.953529
O: -3.807462 2.399607 -2.270424
C: -3.857053 3.792082 -1.971286
H: -0.075212 -2.174740 -6.428040
H: 0.172806 -0.657026 -5.649320
H: -0.580419 -0.738296 -7.238039
H: -0.785387 -1.277729 -3.713085
H: -1.404650 -2.801408 -4.228850
H: -2.988757 -1.887557 -2.502257
H: -3.833383 -1.996730 -4.087703
H: -3.237534 0.338766 -4.447223
H: -4.688522 -0.124825 -1.958375
H: -5.474193 -0.033371 -3.569857
H: -5.831031 2.033298 -2.423477
H: -5.089065 2.253666 -3.946820
H: -2.948008 4.155076 -1.491733
H: -4.656511 3.958422 -1.249271
H: -3.977555 4.443155 -2.837128
C: 6.408840 -0.183552 -4.353472
O: 5.284251 -0.901879 -3.925382
C: 4.122878 -0.140265 -3.983917
C: 3.177858 -0.679559 -2.903602
N: 2.833667 -2.106409 -3.177376
C: 1.763587 -2.546857 -2.264576
C: 1.280341 -3.953867 -2.531290
O: 2.299247 -4.782295 -1.973693
C: 2.037656 -6.169705 -1.992427
H: 6.326097 0.035416 -5.418039
H: 7.355910 -0.708392 -4.228162
H: 6.620606 0.711546 -3.768622
H: 3.574878 -0.159027 -4.925960
H: 4.346575 0.877095 -3.662936
H: 2.362154 0.040907 -2.843124
H: 3.606382 -0.573462 -1.906999
H: 3.595330 -2.766233 -3.109528
H: 0.947946 -1.830674 -2.364102
H: 2.001497 -2.449102 -1.205355
H: 1.131416 -4.084078 -3.603188
H: 0.375109 -4.111789 -1.945017
H: 1.175140 -6.324253 -1.344140
H: 2.926915 -6.649777 -1.583948
H: 1.837633 -6.550046 -2.994140
C: 3.630886 1.941147 1.956679
O: 3.894838 2.724755 3.205391
C: 5.149990 2.273993 3.848249
C: 5.427082 3.008947 5.189185
N: 5.650883 4.467308 5.052936
C: 5.739657 4.987299 6.365093
C: 6.352301 6.365296 6.311372
O: 7.755930 6.398504 6.513313
C: 8.484634 6.234365 5.328765
H: 2.669786 2.170725 1.496600
H: 3.574742 0.854458 2.020433
H: 4.386673 2.177202 1.207563
H: 6.009169 2.300685 3.178030
H: 5.011077 1.197592 3.949152
H: 6.285676 2.596919 5.719426
H: 4.530062 2.891539 5.797194
H: 4.780772 4.797167 4.660243
H: 6.388861 4.356597 6.972417
H: 4.791161 5.053732 6.898033
H: 5.934239 6.845929 7.195863
H: 6.075663 6.912745 5.410336
H: 9.549690 6.337513 5.536359
H: 8.095936 7.054377 4.724950
H: 8.308350 5.311609 4.776002
C: -3.439483 4.728967 2.126106
O: -2.029296 4.834303 1.727510
C: -1.496874 3.540041 1.512353
C: -0.032053 3.475404 1.254384
N: 0.301591 3.642089 -0.160178
C: 0.067089 5.040808 -0.598656
C: 0.430190 5.185714 -2.073163
O: 0.122976 6.528780 -2.419489
C: 0.758855 6.943511 -3.598305
H: -3.888629 5.716619 2.021657
H: -3.511969 4.579085 3.203323
H: -4.044198 4.021980 1.558148
H: -2.027545 3.120047 0.657893
H: -1.747068 2.812877 2.284846
H: 0.477973 2.578499 1.605857
H: 0.430491 4.305274 1.788688
H: -0.331589 2.984383 -0.592157
H: 0.609105 5.803762 -0.039885
H: -1.012242 5.190235 -0.570188
H: -0.107980 4.452613 -2.674030
H: 1.491294 4.983908 -2.219579
H: 0.446974 7.984634 -3.681282
H: 0.357077 6.455755 -4.486426
H: 1.828699 6.736060 -3.620905
C: -3.644913 0.146782 4.773707
O: -3.535003 -0.486985 6.078398
C: -2.602273 -1.548216 6.072905
C: -2.723075 -2.378396 7.336092
N: -2.174041 -3.726070 7.211218
C: -2.331925 -4.540787 8.448863
C: -1.439828 -3.970758 9.633317
O: -1.484721 -4.872658 10.732737
C: -0.627657 -4.448422 11.835740
H: -4.239798 1.057925 4.710207
H: -4.239670 -0.488051 4.116934
H: -2.650254 0.308579 4.358289
H: -1.602806 -1.115361 6.115535
H: -2.745889 -2.192166 5.205269
H: -3.792791 -2.487971 7.514428
H: -2.374124 -1.849935 8.223254
H: -2.605145 -4.198400 6.429455
H: -1.867157 -5.488155 8.175771
H: -3.368272 -4.647490 8.769349
H: -1.800095 -2.973322 9.885164
H: -0.421451 -3.905132 9.250314
H: 0.388080 -4.341093 11.455142
H: -0.662653 -5.256756 12.566132
H: -0.884327 -3.457272 12.209682
C: -5.838628 -4.776632 1.020681
O: -5.186249 -3.641617 1.639388
C: -4.733654 -2.648949 0.663683
C: -4.480736 -1.360745 1.419519
N: -4.137995 -0.257917 0.497597
C: -4.200796 0.998992 1.187655
C: -5.624003 1.527648 1.500578
O: -5.917912 1.690631 2.873477
C: -7.258815 2.008671 3.218823
H: -5.230249 -5.139288 0.192156
H: -6.818567 -4.590371 0.581215
H: -5.862455 -5.638561 1.687466
H: -5.563175 -2.451748 -0.015359
H: -3.884175 -2.941548 0.046537
H: -3.712468 -1.492225 2.181480
H: -5.376082 -1.128597 1.996194
H: -3.169225 -0.293031 0.214139
H: -3.765096 1.763689 0.544611
H: -3.512891 1.062089 2.030811
H: -6.352218 0.772473 1.204734
H: -5.811521 2.381793 0.849913
H: -7.916318 1.141847 3.152486
H: -7.658301 2.880836 2.701280
H: -7.320671 2.337266 4.256268

Atoms 1-2, force components in eV/Å:
1.27 -0.03 0.47
-0.10 -0.03 0.15

=====

# 2
The following is a quantum chemistry calculation of a structure of composition C24H30IN7OSSiZn, from the Open Molecules 2025 dataset.

Values from the calculation:
HOMO-LUMO gap = 0.2446 hartree
energy above the lowest of the compared OMol25 structures with the same formula, charge and spin = 0.0 kcal/mol
total energy = -113088.28082 eV
charge = -2

Cartesian coordinates (Å):
Zn: 1.123014 1.623644 -0.285208
C: -5.718283 0.092631 -1.908211
Si: -5.082661 0.486474 -0.179311
C: -6.450517 1.463510 0.701228
C: -4.971869 -1.113963 0.787927
C: -3.594827 1.615676 -0.309401
C: -3.792476 2.984676 -0.269229
C: -2.712216 3.860469 -0.349202
C: -1.455354 3.299699 -0.446259
N: -1.226297 1.989918 -0.530226
C: -2.268877 1.132096 -0.497873
S: -2.004195 -0.557212 -0.709260
H: -6.637756 -0.496333 -1.870908
H: -4.966311 -0.475719 -2.456624
H: -5.918224 1.009598 -2.465196
H: -7.344365 0.845008 0.803363
H: -6.738710 2.371045 0.170517
H: -6.126853 1.754452 1.702363
H: -5.986681 -1.493821 0.939503
H: -4.507907 -0.960336 1.764054
H: -4.371688 -1.847634 0.258100
H: -4.792380 3.388443 -0.153799
H: -2.834023 4.934554 -0.310280
H: -0.573764 3.929825 -0.477093
N: 0.444019 1.087672 7.105044
C: 0.555997 1.188702 5.962512
C: 0.694815 1.313827 4.540560
C: -0.227810 0.704990 3.690316
C: -0.088516 0.843052 2.318126
C: 0.962333 1.569306 1.735834
C: 1.875150 2.154711 2.624427
C: 1.752714 2.044277 4.000214
H: -1.046687 0.132197 4.110040
H: -0.827351 0.365832 1.683107
H: 2.723387 2.701844 2.227989
H: 2.473650 2.510110 4.661839
I: 1.930930 3.476897 -1.964029
O: 3.656800 0.854308 0.048685
N: 4.624971 1.381914 0.634115
C: 5.765371 0.667575 0.624000
C: 5.854036 -0.591275 -0.033437
N: 5.922611 -1.612725 -0.568255
C: 6.909970 1.199105 1.268039
N: 7.859748 1.609492 1.780523
C: 0.184238 -3.468333 -1.034362
C: 1.559042 -3.069633 -0.512416
N: 2.356963 -2.307426 -1.460874
C: 3.429990 -3.015019 -2.135710
C: 2.948656 -3.835731 -3.326627
C: 2.158924 -0.965346 -1.604718
C: 3.051700 -0.225405 -2.553981
N: 1.255529 -0.309922 -0.964103
H: -0.367480 -4.005572 -0.261107
H: 0.276067 -4.117420 -1.907001
H: -0.404280 -2.596777 -1.317770
H: 2.135822 -3.963348 -0.261258
H: 1.468300 -2.495701 0.415647
H: 3.919990 -3.661487 -1.402198
H: 4.190053 -2.305376 -2.446989
H: 2.271997 -4.631177 -3.012022
H: 3.795759 -4.295183 -3.839589
H: 2.413659 -3.203632 -4.036274
H: 4.061667 -0.180688 -2.148007
H: 2.684826 0.789655 -2.662149
H: 3.077793 -0.707645 -3.532958
H: 0.667870 -0.867314 -0.354169

Atoms 1-2, force components in eV/Å:
-0.20 -0.22 0.04
0.04 -0.03 0.04

=====

> Which value of charge does entry 2 give?

-2